No. 1
This record from the OMol25 dataset describes a structure of composition C24H64Fe2Li5O40P4S8 in a non-equilibrium geometry. The level of theory is the ωB97M-V functional and the def2-TZVPD basis.

XYZ file:
```
147
Properties=species:S:1:pos:R:3:mulliken_spin:R:1
Li 1.31 3.98 -0.79 0.01
Li -0.29 2.36 3.34 0.02
Li 0.87 -0.11 -2.11 0.03
Li -1.14 4.24 -1.46 0.00
Li -3.16 3.38 1.53 0.01
Fe -2.79 0.04 2.24 2.80
Fe -0.66 1.32 0.00 4.22
P -3.34 1.61 3.87 -0.01
O -3.72 0.13 3.84 0.01
O -3.59 2.72 4.93 0.00
O -3.63 1.72 2.35 0.02
O -1.91 1.29 3.46 0.13
P 0.35 2.22 -2.48 0.02
O 0.88 1.85 -1.01 0.10
O 1.07 1.25 -3.50 0.01
O 0.41 3.77 -2.53 0.01
O -0.96 1.54 -1.82 0.16
P -0.77 3.66 1.21 -0.02
O -1.63 3.95 2.42 0.01
O 0.10 2.47 1.40 0.02
O -0.12 4.61 0.23 0.01
O -1.66 2.91 0.31 0.10
P -1.59 -0.99 0.33 0.55
O -2.03 -1.64 1.68 0.02
O -1.11 0.03 1.31 0.75
O -2.39 0.28 0.34 0.50
O -0.30 -0.57 -0.36 0.18
O -4.69 -0.83 1.70 0.10
S -6.11 -0.66 1.45 0.02
O -6.64 -0.22 0.14 0.00
O -6.87 -2.14 1.79 0.01
C -6.16 -3.18 2.36 0.00
C -6.82 -4.44 2.82 0.00
C -6.87 0.18 2.83 0.00
H -5.66 -2.79 3.25 0.00
H -5.31 -3.40 1.70 0.00
H -7.22 -5.02 1.99 0.00
H -7.82 -4.32 3.24 0.00
H -6.22 -5.17 3.37 0.00
H -7.93 -0.05 2.91 0.00
H -6.77 1.23 2.58 0.00
H -6.27 -0.03 3.72 0.00
O 5.03 -0.98 -1.71 0.00
S 3.94 -0.02 -1.34 -0.01
O 2.56 -0.47 -1.31 0.00
O 4.37 0.46 0.23 0.00
C 5.72 0.75 0.56 0.00
C 5.90 0.36 2.07 0.00
C 4.32 1.58 -2.15 0.00
H 5.71 1.84 0.52 0.00
H 6.38 0.18 -0.08 0.00
H 5.55 -0.67 2.16 0.00
H 5.34 0.99 2.76 0.00
H 6.93 0.43 2.40 0.00
H 3.39 2.02 -2.51 0.00
H 5.02 1.37 -2.96 0.00
H 4.68 2.39 -1.52 0.00
O 1.59 -1.60 3.87 0.00
S 1.87 -0.14 3.71 0.02
O 1.00 0.99 4.00 0.00
O 3.28 0.29 4.47 0.00
C 4.01 -0.73 5.22 0.00
C 3.27 -0.84 6.52 0.00
C 2.38 0.06 1.98 0.11
H 4.94 -0.30 5.59 0.00
H 4.20 -1.67 4.69 0.00
H 2.47 -1.58 6.43 0.00
H 2.81 0.01 7.03 0.00
H 3.88 -1.44 7.20 0.00
H 2.72 1.09 1.84 0.00
H 1.57 -0.41 1.43 -0.05
H 3.25 -0.59 2.09 0.00
O 2.80 3.87 0.61 0.00
S 2.96 4.24 1.99 0.00
O 2.27 3.48 2.99 0.00
O 4.55 4.12 2.30 0.00
C 5.54 4.67 1.56 0.00
C 6.96 4.39 2.23 0.00
C 2.63 6.13 2.04 0.00
H 5.49 5.76 1.65 0.00
H 5.67 4.36 0.53 0.00
H 6.92 4.33 3.31 0.00
H 7.71 5.05 1.80 0.00
H 7.25 3.35 2.03 0.00
H 2.69 6.47 3.08 0.00
H 1.61 6.32 1.72 0.00
H 3.37 6.57 1.37 0.00
O 0.92 -1.79 -3.25 0.00
S 1.11 -2.41 -4.60 0.00
O 2.31 -3.22 -4.88 0.00
O -0.26 -3.35 -5.00 0.00
C -0.19 -4.75 -4.71 0.00
C 0.02 -4.90 -3.14 0.00
C 0.93 -1.13 -5.99 0.00
H 0.72 -5.05 -5.23 0.00
H -1.09 -5.28 -5.03 0.00
H 1.08 -4.72 -2.96 0.00
H -0.25 -5.88 -2.76 0.00
H -0.70 -4.25 -2.63 0.01
H 1.11 -1.60 -6.96 0.00
H 1.68 -0.37 -5.77 0.00
H -0.04 -0.65 -5.87 0.00
O 4.03 -5.43 1.27 0.00
S 3.98 -3.97 1.31 0.00
O 3.90 -3.39 2.64 0.00
O 5.18 -3.31 0.39 0.00
C 6.50 -3.87 0.49 0.00
C 7.40 -2.86 1.19 0.00
C 2.60 -3.40 0.18 0.00
H 6.96 -3.88 -0.50 0.00
H 6.54 -4.92 0.78 0.00
H 8.37 -3.28 1.45 0.00
H 7.00 -2.45 2.12 0.00
H 7.53 -1.98 0.57 0.00
H 1.80 -2.86 0.69 0.00
H 2.24 -4.28 -0.35 0.00
H 3.06 -2.76 -0.57 0.00
O -3.26 3.89 -2.18 0.00
S -4.41 3.85 -1.33 0.01
O -4.19 4.27 0.08 0.00
O -5.72 4.71 -1.96 0.00
C -5.70 5.25 -3.23 0.00
C -7.17 5.29 -3.75 0.00
C -5.11 2.15 -1.31 -0.02
H -5.10 4.61 -3.87 0.00
H -5.26 6.24 -3.17 0.00
H -7.45 6.04 -4.49 0.00
H -7.95 5.42 -3.00 0.00
H -7.35 4.39 -4.35 0.00
H -4.38 1.48 -0.87 0.06
H -5.25 1.68 -2.29 0.00
H -6.00 2.29 -0.69 0.00
O -4.77 -1.82 -1.99 0.00
S -3.66 -2.56 -2.54 0.04
O -2.88 -3.45 -1.66 0.03
O -4.18 -3.44 -3.79 0.00
C -4.71 -4.73 -3.53 0.00
C -4.51 -5.54 -4.78 0.00
C -2.52 -1.33 -3.40 -0.01
H -5.75 -4.75 -3.20 0.00
H -4.18 -5.17 -2.68 0.00
H -5.11 -5.09 -5.57 0.00
H -4.73 -6.60 -4.66 0.00
H -3.50 -5.40 -5.14 0.00
H -2.27 -0.61 -2.62 0.04
H -3.07 -0.86 -4.22 0.00
H -1.61 -1.87 -3.65 -0.02
```

Its total charge is -1. The gap between HOMO and LUMO (alpha / beta) is 5.03 / 6.20 eV. The spin multiplicity is 11. The calculation puts the HOMO energy (alpha / beta) at -3.62 / -4.79 eV.



No. 2
This record from the OMol25 dataset describes a cluster of 7 separate species, C24H64N10O7 in total in a non-equilibrium geometry. The level of theory is the ωB97M-V functional and the def2-TZVPD basis.

XYZ file:
```
105
Properties=species:S:1:pos:R:3:lowdin_charge:R:1
C -0.80 6.78 0.12 -0.05
C -0.41 5.90 1.30 -0.51
C 0.74 6.58 2.06 -0.03
C -1.67 5.73 2.15 -0.14
C -1.70 4.54 3.10 -0.17
C -1.28 3.26 2.37 -0.13
C 0.07 3.45 1.68 -0.51
C 1.17 3.57 2.76 -0.03
C 0.42 2.20 0.87 -0.04
N -0.06 4.58 0.78 -0.11
O 0.98 4.65 -0.17 -0.06
H -1.26 7.70 0.48 0.09
H 0.04 7.09 -0.50 0.08
H -1.57 6.30 -0.49 0.07
H 0.76 7.67 1.95 0.08
H 0.68 6.42 3.14 0.07
H 1.72 6.24 1.73 0.08
H -1.83 6.63 2.76 0.12
H -2.55 5.72 1.50 0.12
H -0.98 4.70 3.90 0.10
H -2.68 4.38 3.55 0.11
H -2.02 3.00 1.61 0.12
H -1.24 2.42 3.07 0.12
H 1.41 2.57 3.14 0.07
H 0.99 4.26 3.57 0.06
H 2.15 3.83 2.32 0.08
H -0.26 2.12 0.01 0.07
H 0.37 1.27 1.43 0.08
H 1.44 2.33 0.52 0.07
H 0.50 4.45 -1.01 0.02
C -1.89 0.64 -2.84 -0.07
O -0.84 1.33 -2.16 -0.25
C 0.15 1.90 -2.99 -0.19
C -0.21 3.31 -3.42 -0.39
C 0.98 4.04 -4.02 -0.05
N -0.59 4.04 -2.19 0.05
H -1.63 -0.42 -2.92 0.08
H -2.15 1.08 -3.79 0.09
H -2.77 0.72 -2.20 0.09
H 1.09 1.93 -2.43 0.14
H 0.36 1.21 -3.81 0.12
H -1.07 3.30 -4.08 0.14
H 1.74 4.24 -3.28 0.08
H 0.64 4.96 -4.50 0.08
H 1.42 3.45 -4.84 0.08
H -1.22 3.48 -1.62 0.09
H -1.18 4.85 -2.41 0.10
C 0.10 -5.80 -2.09 -0.11
O -0.90 -6.74 -2.37 -0.17
C -1.30 -6.76 -3.71 -0.25
C -2.32 -7.86 -3.93 -0.43
C -1.66 -9.26 -3.90 -0.07
N -2.99 -7.60 -5.19 0.04
H 1.11 -6.22 -2.17 0.09
H 0.01 -5.52 -1.03 0.09
H -0.01 -4.86 -2.64 0.07
H -1.79 -5.81 -3.99 0.13
H -0.46 -6.83 -4.42 0.13
H -2.98 -7.86 -3.07 0.14
H -1.37 -9.46 -2.87 0.07
H -0.73 -9.31 -4.48 0.07
H -2.31 -10.01 -4.33 0.06
H -2.40 -7.23 -5.91 0.07
H -3.66 -8.28 -5.50 0.07
C -0.02 -2.77 3.24 -0.11
O 0.58 -2.51 4.51 -0.22
C -0.42 -2.46 5.54 -0.21
C 0.02 -1.58 6.69 -0.44
C 0.07 -0.13 6.22 -0.06
N 1.27 -2.07 7.23 0.05
H -0.35 -1.82 2.81 0.08
H -0.87 -3.44 3.36 0.09
H 0.70 -3.19 2.55 0.08
H -1.37 -2.06 5.17 0.12
H -0.52 -3.50 5.85 0.13
H -0.80 -1.69 7.41 0.14
H 0.92 0.03 5.55 0.05
H 0.17 0.63 7.00 0.08
H -0.81 0.18 5.65 0.08
H 1.88 -2.39 6.48 0.06
H 1.82 -1.33 7.66 0.07
N 0.52 -0.78 -0.49 0.19
C 1.18 -1.64 -1.29 -0.64
N 2.26 -2.23 -0.70 0.16
O 0.79 -1.98 -2.41 -0.01
H -0.19 -0.23 -0.95 0.07
H 0.95 -0.41 0.34 0.04
H 2.84 -2.81 -1.28 0.10
H 2.34 -2.23 0.31 0.07
N 3.43 0.84 1.76 0.19
C 2.76 -0.10 2.45 -0.64
N 2.83 -0.08 3.81 0.18
O 2.08 -0.99 1.93 -0.03
H 4.06 1.47 2.23 0.11
H 3.44 0.80 0.75 0.11
H 3.41 0.58 4.29 0.10
H 2.38 -0.87 4.25 0.08
N 0.54 -3.31 -5.17 0.16
C -0.25 -2.38 -5.77 -0.66
N -0.01 -1.11 -5.24 0.13
O -1.16 -2.62 -6.55 0.01
H 1.15 -3.06 -4.42 0.07
H 0.52 -4.26 -5.47 0.10
H -0.50 -0.34 -5.65 0.08
H 0.09 -1.11 -4.23 0.03
```

The gap between HOMO and LUMO is 8.27 eV. The calculation puts the HOMO energy at -8.03 eV. The structure (SMILES) is CC1(C)CCCC(C)(C)N1O.COC[C@H](C)N.COC[C@H](C)N.COC[C@H](C)N.NC(N)=O.NC(N)=O.NC(N)=O.



No. 3
This record from the OMol25 dataset describes a cluster of 8 separate species, C24H64O24S8 in total in a non-equilibrium geometry. The level of theory is the ωB97M-V functional and the def2-TZVPD basis.

XYZ file:
```
120
Properties=species:S:1:pos:R:3:lowdin_charge:R:1
C 6.65 2.59 -15.59 -0.06
C 5.30 1.93 -15.74 -0.25
O 5.43 0.93 -16.78 -0.27
S 4.10 0.41 -17.48 0.58
C 4.90 -0.08 -18.96 -0.10
O 3.65 -0.71 -16.70 -0.27
O 3.19 1.50 -17.71 -0.29
H 7.14 2.81 -16.54 0.07
H 7.30 1.89 -15.06 0.08
H 6.59 3.46 -14.93 0.08
H 5.04 1.38 -14.83 0.12
H 4.51 2.64 -15.98 0.11
H 4.95 0.70 -19.71 0.04
H 4.38 -0.93 -19.41 0.08
H 5.86 -0.48 -18.65 0.08
C 4.01 5.73 -21.63 -0.07
C 2.68 5.03 -21.67 -0.27
O 2.76 3.74 -22.31 -0.24
S 3.03 2.51 -21.36 0.55
C 1.44 2.33 -20.61 -0.11
O 3.29 1.42 -22.23 -0.26
O 3.93 2.86 -20.31 -0.28
H 4.48 5.59 -22.60 0.09
H 4.71 5.26 -20.93 0.06
H 3.89 6.77 -21.34 0.09
H 2.16 4.98 -20.71 0.12
H 1.99 5.65 -22.24 0.12
H 1.38 2.99 -19.75 0.07
H 1.38 1.28 -20.30 0.08
H 0.66 2.54 -21.33 0.08
C 9.32 10.01 -19.69 -0.06
C 9.36 8.71 -18.89 -0.27
O 8.27 7.85 -19.26 -0.25
S 8.59 6.67 -20.27 0.57
C 9.30 5.51 -19.12 -0.08
O 7.33 6.14 -20.66 -0.28
O 9.52 7.15 -21.25 -0.27
H 8.56 10.68 -19.29 0.08
H 9.18 9.79 -20.74 0.08
H 10.28 10.51 -19.53 0.08
H 10.31 8.19 -19.01 0.07
H 9.28 8.91 -17.82 0.13
H 10.22 5.93 -18.70 0.06
H 9.46 4.60 -19.68 0.04
H 8.55 5.46 -18.34 0.08
C 12.89 8.67 -28.50 -0.06
C 14.05 8.52 -27.51 -0.23
O 13.93 7.31 -26.72 -0.26
S 13.12 7.42 -25.37 0.55
C 12.20 5.94 -25.52 -0.10
O 14.07 7.28 -24.30 -0.28
O 12.26 8.55 -25.42 -0.27
H 12.21 7.84 -28.33 0.07
H 13.22 8.58 -29.54 0.07
H 12.34 9.59 -28.35 0.08
H 14.96 8.37 -28.08 0.12
H 14.09 9.38 -26.85 0.11
H 11.72 5.72 -24.56 0.06
H 12.94 5.14 -25.62 0.05
H 11.51 5.99 -26.35 0.08
C 18.97 2.63 -24.32 -0.06
C 17.81 3.33 -25.02 -0.28
O 16.58 2.71 -24.62 -0.24
S 15.33 3.67 -24.44 0.56
C 15.73 4.56 -22.96 -0.08
O 15.35 4.63 -25.49 -0.28
O 14.21 2.81 -24.27 -0.26
H 19.91 3.11 -24.57 0.08
H 18.96 1.58 -24.60 0.08
H 18.85 2.64 -23.24 0.08
H 17.83 4.40 -24.83 0.11
H 17.94 3.22 -26.10 0.13
H 16.81 4.55 -22.86 0.07
H 15.34 3.98 -22.12 0.06
H 15.21 5.51 -23.07 0.06
C 5.28 -3.90 -26.11 -0.07
C 4.28 -2.83 -25.76 -0.26
O 4.03 -2.72 -24.34 -0.25
S 5.05 -1.92 -23.43 0.54
C 4.85 -0.29 -24.02 -0.14
O 4.45 -1.97 -22.15 -0.26
O 6.36 -2.42 -23.66 -0.26
H 6.29 -3.65 -25.77 0.07
H 5.34 -3.99 -27.20 0.08
H 4.92 -4.86 -25.76 0.09
H 4.49 -1.85 -26.20 0.11
H 3.30 -3.09 -26.15 0.12
H 3.78 -0.13 -24.13 0.07
H 5.28 -0.23 -25.02 0.07
H 5.41 0.39 -23.40 0.06
C 11.35 3.18 -22.82 -0.07
C 10.00 2.54 -22.65 -0.25
O 9.49 2.85 -21.35 -0.27
S 8.25 1.98 -20.81 0.56
C 6.94 2.82 -21.67 -0.10
O 8.38 0.69 -21.40 -0.27
O 8.13 2.27 -19.44 -0.25
H 11.73 2.97 -23.83 0.07
H 12.15 2.78 -22.21 0.07
H 11.34 4.27 -22.85 0.07
H 9.32 2.83 -23.46 0.12
H 10.13 1.46 -22.73 0.12
H 6.02 2.33 -21.36 0.04
H 7.10 2.60 -22.73 0.07
H 7.01 3.89 -21.48 0.05
C 12.88 8.40 -19.97 -0.05
C 13.57 7.35 -20.81 -0.22
O 13.17 5.99 -20.46 -0.27
S 13.85 5.29 -19.22 0.55
C 13.49 3.63 -19.68 -0.11
O 15.25 5.53 -19.29 -0.28
O 13.15 5.64 -18.02 -0.28
H 12.92 8.16 -18.91 0.08
H 11.84 8.47 -20.27 0.05
H 13.35 9.35 -20.22 0.09
H 13.25 7.39 -21.85 0.11
H 14.65 7.48 -20.76 0.12
H 12.48 3.40 -19.35 0.08
H 14.23 2.97 -19.24 0.08
H 13.54 3.58 -20.76 0.03
```

The calculation puts the relative energy (zero: lowest compared OMol25 entry of this formula, charge and spin) at 12.0 kcal per mole. The gap between HOMO and LUMO is 10.74 eV. The calculation puts the HOMO energy at -10.34 eV. The structure (SMILES) is CCOS(C)(=O)=O.CCOS(C)(=O)=O.CCOS(C)(=O)=O.CCOS(C)(=O)=O.CCOS(C)(=O)=O.CCOS(C)(=O)=O.CCOS(C)(=O)=O.CCOS(C)(=O)=O.



No. 4
This record from the OMol25 dataset describes a structure of composition C24H65Ca2N3O14S in a non-equilibrium geometry. The level of theory is the ωB97M-V functional and the def2-TZVPD basis.

XYZ file:
```
109
Properties=species:S:1:pos:R:3:lowdin_charge:R:1
Ca -2.95 -0.91 -0.29 1.58
Ca 1.62 0.83 2.76 1.54
S -0.28 -0.02 0.10 0.31
O 0.02 1.13 -0.77 -0.30
O -0.73 -1.19 -0.58 -0.41
O 0.81 -0.24 1.09 -0.43
O -1.47 0.30 0.84 -0.46
C -1.62 3.59 -2.57 -0.18
O -1.86 2.56 -1.73 -0.13
H -2.48 4.16 -2.93 0.09
H -0.84 4.25 -2.19 0.08
H -1.14 3.13 -3.44 0.07
H -1.02 2.25 -1.39 0.01
C 1.71 2.16 -3.56 -0.13
O 1.44 0.84 -3.06 -0.13
H 2.79 2.21 -3.75 0.06
H 1.27 2.47 -4.51 0.08
H 1.57 2.88 -2.75 0.07
H 0.86 0.92 -2.29 -0.01
C -2.43 -0.15 -3.91 -0.12
O -2.27 -0.27 -2.55 -0.22
H -1.47 -0.54 -4.26 0.10
H -3.26 -0.71 -4.32 0.09
H -2.48 0.86 -4.32 0.09
H -1.42 0.09 -2.31 0.05
C -2.29 -4.26 -1.45 -0.05
O -3.11 -3.09 -1.57 -0.30
C -4.36 -3.38 -2.19 -0.18
C -5.26 -2.11 -2.25 -0.18
N -5.38 -1.50 -0.94 -0.15
C -6.03 -0.16 -1.05 -0.12
C -5.64 0.68 0.23 -0.17
O -4.25 0.97 0.19 -0.33
C -3.97 2.19 0.79 -0.09
H -1.42 -3.80 -0.97 0.08
H -2.00 -4.73 -2.39 0.10
H -2.73 -5.00 -0.78 0.10
H -4.87 -4.16 -1.64 0.13
H -4.11 -3.72 -3.20 0.14
H -6.27 -2.25 -2.64 0.14
H -4.71 -1.52 -2.98 0.10
H -5.75 -2.17 -0.28 0.13
H -7.11 -0.32 -1.01 0.13
H -5.73 0.31 -1.98 0.14
H -5.79 0.19 1.19 0.13
H -6.33 1.53 0.16 0.13
H -4.62 2.91 0.27 0.11
H -2.93 2.51 0.76 0.07
H -4.31 2.27 1.82 0.10
C 1.69 -1.62 5.70 -0.06
O 1.04 -0.83 4.72 -0.27
C -0.36 -0.96 4.80 -0.19
C -1.16 0.38 4.50 -0.12
N -0.68 1.05 3.26 -0.19
C -0.82 2.48 3.30 -0.19
C -0.19 3.20 2.06 -0.11
O 1.26 2.89 1.80 -0.35
C 2.08 3.90 1.10 -0.02
H 2.71 -1.91 5.45 0.10
H 1.21 -2.59 5.87 0.10
H 1.69 -1.09 6.65 0.10
H -0.83 -1.34 5.71 0.13
H -0.66 -1.69 4.05 0.12
H -1.12 1.06 5.35 0.12
H -2.23 0.22 4.35 0.13
H -1.22 0.68 2.49 0.05
H -0.35 2.98 4.15 0.13
H -1.89 2.66 3.34 0.13
H -0.30 4.29 2.09 0.13
H -0.88 2.89 1.27 0.09
H 1.68 4.90 1.29 0.10
H 1.93 3.81 0.03 0.09
H 3.15 3.73 1.24 0.09
C 2.14 -2.50 2.36 -0.05
O 2.88 -1.33 2.72 -0.31
C 4.20 -1.38 2.43 -0.24
C 4.79 0.05 2.21 -0.16
N 3.88 0.89 1.44 -0.11
C 3.67 0.36 0.07 -0.16
C 4.69 0.99 -0.89 -0.17
O 4.53 2.37 -0.64 -0.24
C 5.07 3.16 -1.73 -0.07
H 1.09 -2.33 2.60 0.08
H 2.48 -3.40 2.87 0.11
H 2.31 -2.57 1.28 0.08
H 4.49 -1.95 1.54 0.12
H 4.70 -1.92 3.24 0.14
H 5.85 -0.01 1.93 0.13
H 4.85 0.43 3.23 0.11
H 4.33 1.77 1.21 0.09
H 2.71 0.85 -0.12 0.09
H 3.47 -0.71 -0.06 0.12
H 4.41 0.80 -1.93 0.13
H 5.72 0.79 -0.62 0.13
H 4.89 3.03 -2.80 0.09
H 6.13 3.26 -1.51 0.09
H 4.67 4.17 -1.61 0.09
C 3.20 -3.28 -2.18 -0.02
C 1.79 -2.68 -1.95 -0.47
C 0.72 -3.11 -2.97 -0.05
O 1.21 -2.99 -0.71 -0.08
H 3.56 -2.88 -3.13 0.09
H 3.10 -4.36 -2.21 0.09
H 3.89 -3.02 -1.38 0.06
H 1.77 -1.60 -2.08 0.11
H 0.25 -4.09 -2.93 0.07
H 1.11 -3.07 -3.99 0.09
H -0.11 -2.40 -2.97 0.06
H 0.43 -2.44 -0.71 0.00
```

Its total charge is +2. The gap between HOMO and LUMO is 8.60 eV. The calculation puts the HOMO energy at -13.45 eV.



no.,electronic energy (eV)
1,-301469.735
2,-55160.597
3,-161744.230
4,-106779.298